1.
Formula: C23H46F5N2O
Source: the Open Molecules 2025 dataset
Level of theory: wB97M-V/def2-TZVPD

Calculated values
HOMO-LUMO gap (spin up / spin down) = 9.82 / 9.19 eV
energy above the lowest of the compared OMol25 structures with the same formula, charge and spin = 1.984 eV
HOMO energy (spin up / spin down) = -9.30 / -9.84 eV
strongest force on any atom = 0.072 Eh/bohr
spin multiplicity = 2

CARTESIAN COORDINATES (ANGSTROEM)
C -2.020 -0.818 5.870
C -1.322 -0.629 4.426
C -2.100 0.643 3.779
C 0.194 -0.148 4.579
C 1.305 -1.292 4.517
N 2.332 -0.791 3.523
C 2.149 -1.379 5.895
F 2.732 -0.101 6.110
F 3.210 -2.305 5.808
C 1.298 -1.764 7.177
F 2.232 -2.023 8.214
F 0.534 -2.916 7.067
F 0.512 -0.707 7.681
C 0.833 -2.723 3.985
C -0.712 -2.948 3.707
C -1.335 -3.999 4.784
C -0.785 -3.774 2.303
N -1.548 -1.748 3.483
O -2.817 -2.106 3.461
H -3.154 -0.930 5.746
H -1.572 -1.655 6.485
H -1.879 0.160 6.452
H -1.883 1.604 4.342
H -3.217 0.451 3.714
H -1.719 0.714 2.701
H 0.384 0.576 3.708
H 0.255 0.513 5.513
H 3.136 -1.436 3.495
H 1.889 -0.750 2.596
H 1.217 -3.505 4.733
H 1.406 -2.957 3.020
H -0.536 -4.536 5.383
H -2.100 -3.528 5.472
H -1.897 -4.821 4.213
H -0.646 -2.987 1.478
H -1.844 -4.184 2.162
H -0.009 -4.598 2.248
C -2.901 -1.213 0.276
C -2.351 0.103 -0.258
C -2.628 0.319 -1.747
C -1.993 -0.709 -2.687
C -0.473 -0.839 -2.585
C 0.268 0.441 -2.949
H -2.429 -2.073 -0.206
H -2.712 -1.291 1.348
H -3.981 -1.277 0.118
H -1.276 0.161 -0.057
H -2.812 0.924 0.301
H -2.291 1.323 -2.025
H -3.712 0.311 -1.910
H -2.257 -0.444 -3.717
H -2.441 -1.692 -2.508
H -0.148 -1.633 -3.265
H -0.182 -1.159 -1.579
H 0.020 0.760 -3.964
H 1.348 0.276 -2.902
H 0.029 1.256 -2.262
C 0.384 4.049 -5.128
C 0.755 2.914 -6.072
C 2.256 2.619 -6.107
C 3.138 3.766 -6.608
C 2.806 4.284 -8.008
C 2.983 3.234 -9.098
H 0.831 4.996 -5.439
H -0.700 4.186 -5.110
H 0.713 3.832 -4.108
H 0.385 3.138 -7.078
H 0.233 2.009 -5.748
H 2.424 1.733 -6.728
H 2.586 2.346 -5.099
H 4.181 3.430 -6.593
H 3.083 4.602 -5.903
H 3.469 5.127 -8.229
H 1.787 4.679 -8.040
H 4.006 2.850 -9.109
H 2.777 3.672 -10.079
H 2.299 2.393 -8.963

=====

2.
Formula: C23H46N3O36S9
Source: the Open Molecules 2025 dataset
Level of theory: wB97M-V/def2-TZVPD

Calculated values
HOMO-LUMO gap = 8.49 eV
energy above the lowest of the compared OMol25 structures with the same formula, charge and spin = 0.000 eV
HOMO energy = -12.41 eV
charge = +1
strongest force on any atom = 0.071 Eh/bohr
spin multiplicity = 1

CARTESIAN COORDINATES (ANGSTROEM)
C -3.096 -2.015 4.315
C -1.979 -2.787 4.309
N -0.714 -2.256 3.886
C -0.195 -1.232 4.473
N 0.436 -0.099 3.835
C -0.051 1.066 4.646
C -0.857 0.375 5.827
N -0.158 -0.925 5.813
H -3.663 -1.934 5.252
H -3.420 -1.507 3.395
H -2.033 -3.843 4.611
H -0.201 -2.708 3.111
H 1.441 -0.197 3.999
H -0.797 1.591 4.034
H 0.737 1.652 5.131
H -0.971 0.923 6.766
H -1.856 0.161 5.398
H -0.475 -1.646 6.461
C -0.216 1.610 0.236
C -1.001 0.671 1.121
O -2.340 1.172 1.092
S -2.624 1.834 -0.355
O -3.298 0.874 -1.159
O -3.127 3.141 -0.148
O -1.100 1.927 -0.852
H 0.027 2.534 0.760
H 0.698 1.157 -0.138
H -0.622 0.643 2.138
H -1.012 -0.345 0.710
C 1.787 4.148 -4.198
C 0.608 4.970 -4.676
O -0.471 4.035 -4.775
S -0.300 2.902 -3.639
O -1.105 3.241 -2.528
O -0.359 1.631 -4.267
O 1.235 3.218 -3.259
H 2.234 3.581 -5.019
H 2.551 4.759 -3.722
H 0.793 5.444 -5.638
H 0.331 5.732 -3.944
C 1.421 -1.677 -4.396
C 0.810 -1.571 -5.776
O 1.902 -1.212 -6.631
S 3.255 -1.874 -6.067
O 3.508 -3.073 -6.777
O 4.230 -0.849 -5.934
O 2.710 -2.264 -4.601
H 1.564 -0.689 -3.951
H 0.825 -2.293 -3.726
H 0.021 -0.825 -5.825
H 0.419 -2.534 -6.110
C 0.686 -7.706 2.977
C -0.674 -7.062 3.144
O -0.477 -6.059 4.158
S 1.014 -5.482 4.041
O 0.954 -4.269 3.291
O 1.633 -5.550 5.311
O 1.620 -6.620 3.096
H 0.892 -8.423 3.775
H 0.793 -8.198 2.014
H -1.438 -7.772 3.451
H -0.991 -6.563 2.227
C -5.383 3.258 7.157
C -4.400 3.432 6.018
O -3.689 2.186 5.962
S -4.677 0.993 6.404
O -5.196 0.387 5.230
O -4.036 0.244 7.427
O -5.826 1.897 7.057
H -4.897 3.388 8.126
H -6.227 3.939 7.082
H -3.714 4.259 6.182
H -4.916 3.571 5.066
C 5.279 2.588 3.094
C 4.489 1.652 3.987
O 3.150 2.165 3.959
S 2.877 2.831 2.510
O 2.197 1.881 1.697
O 2.381 4.142 2.710
O 4.395 2.904 2.012
H 5.530 3.516 3.612
H 6.189 2.127 2.717
H 4.868 1.625 5.006
H 4.473 0.638 3.578
C -2.767 0.968 -8.522
C -1.802 1.113 -9.680
O -1.033 -0.094 -9.664
S -1.954 -1.305 -9.138
O -2.457 -2.012 -10.256
O -1.275 -1.951 -8.073
O -3.146 -0.411 -8.527
H -2.279 1.185 -7.568
H -3.644 1.603 -8.631
H -1.155 1.980 -9.578
H -2.331 1.165 -10.635
C 5.389 2.339 -2.934
C 6.411 3.433 -3.172
O 6.564 4.071 -1.898
S 6.361 2.981 -0.730
O 7.636 2.528 -0.302
O 5.388 3.466 0.187
O 5.695 1.827 -1.633
H 4.373 2.742 -2.913
H 5.448 1.547 -3.678
H 6.089 4.150 -3.923
H 7.379 3.016 -3.461
C -3.757 -2.761 0.395
C -2.791 -2.625 -0.763
O -2.094 -3.879 -0.799
S -3.084 -5.053 -0.316
O -3.632 -5.682 -1.457
O -2.439 -5.791 0.717
O -4.216 -4.115 0.338
H -3.251 -2.613 1.353
H -4.595 -2.072 0.317
H -2.095 -1.801 -0.631
H -3.321 -2.502 -1.710

=====

3.
Formula: C23H47B3Cl2O6S
Source: the Open Molecules 2025 dataset
Level of theory: wB97M-V/def2-TZVPD

Calculated values
structure (SMILES) = CCOC(=O)CCCB1OB(CCCCCCCCCCCOC)OB(CSCC)O1.ClCCCl
HOMO-LUMO gap = 8.46 eV
HOMO energy = -8.33 eV
strongest force on any atom = 0.177 Eh/bohr
spin multiplicity = 1

CARTESIAN COORDINATES (ANGSTROEM)
C 0.852 -3.262 2.461
C 2.151 -3.810 1.598
O 3.446 -3.433 2.209
C 4.078 -2.311 1.469
O 3.967 -1.082 2.048
C 4.879 -2.593 0.059
C 4.790 -1.335 -1.021
C 3.199 -1.009 -1.242
B 2.866 0.097 -2.412
O 1.905 -0.300 -3.501
B 0.788 0.692 -3.306
C -0.714 0.293 -2.768
C -1.629 -0.561 -3.826
C -3.200 -0.448 -3.269
C -4.137 -1.724 -3.715
C -3.859 -2.981 -2.684
C -5.187 -3.445 -1.819
C -5.785 -2.234 -0.856
C -4.727 -1.750 0.317
C -5.066 -0.264 0.950
C -4.740 -0.322 2.585
C -5.081 1.154 3.280
O -3.802 1.896 3.533
C -3.248 2.377 2.257
O 1.178 2.116 -3.603
B 2.196 2.390 -2.528
C 1.891 3.616 -1.473
S 3.250 3.851 -0.189
C 2.658 3.030 1.432
C 2.155 4.279 2.410
O 3.402 1.490 -2.468
H -0.063 -4.007 2.436
H 0.506 -2.248 1.985
H 1.227 -3.153 3.579
H 2.077 -3.545 0.445
H 2.093 -5.001 1.649
H 6.007 -2.799 0.351
H 4.506 -3.544 -0.526
H 5.275 -1.747 -2.028
H 5.436 -0.439 -0.635
H 2.691 -0.599 -0.243
H 2.593 -2.005 -1.495
H -0.608 -0.341 -1.772
H -1.286 1.316 -2.569
H -1.318 -1.713 -3.838
H -1.529 -0.148 -4.941
H -3.117 -0.506 -2.080
H -3.630 0.605 -3.581
H -5.263 -1.372 -3.563
H -4.040 -2.019 -4.858
H -2.931 -2.731 -1.979
H -3.494 -3.900 -3.348
H -6.019 -3.886 -2.550
H -4.824 -4.299 -1.068
H -6.766 -2.681 -0.345
H -6.169 -1.302 -1.490
H -4.738 -2.523 1.215
H -3.632 -1.748 -0.110
H -6.193 0.064 0.795
H -4.303 0.500 0.462
H -3.612 -0.631 2.686
H -5.411 -1.158 3.073
H -5.819 1.767 2.587
H -5.573 0.926 4.317
H -4.093 2.555 1.435
H -2.563 1.513 1.801
H -2.593 3.344 2.426
H 0.909 3.334 -0.857
H 1.623 4.647 -2.011
H 3.628 2.486 1.859
H 1.760 2.296 1.266
H 1.459 4.950 1.709
H 3.107 4.902 2.689
H 1.540 3.913 3.345
Cl 5.093 4.502 2.127
C 6.420 3.440 1.594
C 7.282 2.970 2.755
Cl 8.228 4.298 3.473
H 7.010 3.984 0.849
H 5.959 2.580 1.101
H 8.001 2.223 2.406
H 6.678 2.517 3.547

=====

4.
Formula: C23H47N7O9P
Source: the Open Molecules 2025 dataset
Level of theory: wB97M-V/def2-TZVPD

Calculated values
HOMO-LUMO gap = 7.19 eV
HOMO energy = -10.93 eV
charge = +1
strongest force on any atom = 0.022 Eh/bohr
spin multiplicity = 1

CARTESIAN COORDINATES (ANGSTROEM)
C 4.292 -0.648 -1.996
P 2.537 -0.197 -1.891
O 2.138 -0.976 -0.548
N 2.717 1.525 -1.301
C 3.775 2.212 -1.782
C 3.990 3.525 -1.471
C 3.086 4.160 -0.632
C 3.217 5.616 -0.294
O 2.285 6.361 -0.410
O 4.430 6.090 0.105
O 5.118 5.080 0.854
C 2.001 3.460 -0.149
C 1.812 2.132 -0.489
C 0.585 1.363 -0.011
N -0.412 2.112 0.697
H 4.779 -0.221 -2.867
H 4.322 -1.735 -2.020
H 4.821 -0.340 -1.090
H 1.381 -1.568 -0.759
H 4.456 1.731 -2.463
H 4.837 4.033 -1.908
H 5.853 4.846 0.267
H 1.295 3.974 0.484
H 0.941 0.542 0.606
H 0.138 0.917 -0.904
H -0.827 2.851 0.146
H -0.086 2.480 1.579
C -1.399 -3.219 1.521
C -1.053 -3.025 0.071
O 0.062 -2.629 -0.285
N -2.000 -3.297 -0.841
C -3.363 -3.750 -0.609
H -0.529 -2.958 2.118
H -2.239 -2.583 1.805
H -1.663 -4.258 1.716
H -1.701 -3.158 -1.794
H -3.522 -4.714 -1.094
H -4.069 -3.031 -1.025
H -3.560 -3.841 0.454
C -3.336 7.611 -1.858
C -2.403 6.430 -1.742
O -2.799 5.276 -1.793
N -1.081 6.690 -1.572
C -0.384 7.958 -1.474
H -4.346 7.234 -1.987
H -3.299 8.224 -0.957
H -3.076 8.228 -2.718
H -0.522 5.855 -1.505
H 0.363 8.028 -2.267
H 0.133 8.012 -0.516
H -1.058 8.803 -1.561
C -4.355 -1.892 4.661
C -4.486 -2.962 3.604
O -4.229 -2.729 2.423
N -4.895 -4.182 3.998
C -5.240 -4.639 5.337
H -4.020 -0.977 4.181
H -5.314 -1.707 5.144
H -3.627 -2.183 5.419
H -4.968 -4.852 3.248
H -4.597 -5.476 5.607
H -6.274 -4.987 5.347
H -5.132 -3.835 6.057
C -2.752 -9.309 6.085
C -3.030 -8.121 5.196
O -4.083 -7.501 5.261
N -2.066 -7.757 4.314
C -0.768 -8.369 4.098
H -3.614 -9.464 6.724
H -2.586 -10.208 5.490
H -1.876 -9.130 6.709
H -2.314 -6.958 3.752
H 0.027 -7.645 4.283
H -0.681 -8.719 3.068
H -0.630 -9.213 4.764
C 5.014 4.414 -6.342
C 4.926 3.150 -5.525
O 5.274 3.125 -4.346
N 4.455 2.042 -6.136
C 4.004 1.895 -7.510
H 5.410 5.203 -5.712
H 5.678 4.278 -7.196
H 4.029 4.711 -6.703
H 4.426 1.227 -5.543
H 2.964 1.571 -7.532
H 4.609 1.148 -8.026
H 4.088 2.836 -8.040

=====

5.
Formula: C23H48BNO12S4
Source: the Open Molecules 2025 dataset
Level of theory: wB97M-V/def2-TZVPD

Calculated values
structure (SMILES) = C=CB(CN)Cc1ccccc1C.CCOS(C)(=O)=O.CCOS(C)(=O)=O.CCOS(C)(=O)=O.CCOS(C)(=O)=O
HOMO-LUMO gap = 8.68 eV
HOMO energy = -8.24 eV
strongest force on any atom = 0.029 Eh/bohr
spin multiplicity = 1

CARTESIAN COORDINATES (ANGSTROEM)
C 2.206 -3.920 1.673
C 1.868 -2.693 2.097
B 1.762 -1.459 1.148
C 2.990 -0.594 0.656
N 4.206 -0.677 1.486
C 0.334 -1.010 0.618
C -0.793 -1.983 0.859
C -0.761 -3.216 0.204
C -1.734 -4.189 0.364
C -2.793 -3.938 1.229
C -2.844 -2.714 1.872
C -1.879 -1.717 1.704
C -2.090 -0.425 2.453
H 2.962 -4.098 0.918
H 1.701 -4.779 2.098
H 1.647 -2.554 3.156
H 2.664 0.451 0.664
H 3.220 -0.892 -0.366
H 5.014 -1.009 0.988
H 4.066 -1.187 2.343
H 0.143 -0.060 1.119
H 0.403 -0.755 -0.443
H 0.065 -3.414 -0.467
H -1.643 -5.121 -0.173
H -3.572 -4.663 1.412
H -3.674 -2.525 2.542
H -2.188 -0.615 3.519
H -3.050 -0.013 2.135
H -1.345 0.334 2.255
C 2.946 1.651 -6.175
C 2.936 0.327 -5.441
O 3.946 0.265 -4.411
S 3.675 1.037 -3.051
C 4.972 0.292 -2.120
O 2.406 0.623 -2.532
O 3.980 2.423 -3.228
H 2.628 2.464 -5.522
H 2.270 1.618 -7.029
H 3.951 1.887 -6.526
H 1.955 0.113 -5.014
H 3.172 -0.485 -6.127
H 4.769 -0.771 -2.023
H 4.989 0.765 -1.140
H 5.914 0.461 -2.636
C -5.626 2.230 7.878
C -4.159 1.920 7.660
O -3.836 0.543 7.953
S -4.233 -0.555 6.878
C -3.277 -1.875 7.539
O -3.702 -0.171 5.604
O -5.622 -0.868 7.014
H -6.252 1.713 7.152
H -5.799 3.301 7.778
H -5.943 1.909 8.871
H -3.845 2.163 6.644
H -3.547 2.509 8.340
H -2.224 -1.616 7.469
H -3.492 -2.758 6.941
H -3.574 -2.038 8.572
C -8.151 -2.388 -0.761
C -8.758 -1.451 0.265
O -7.997 -1.409 1.489
S -6.652 -0.555 1.491
C -6.404 -0.533 3.231
O -6.946 0.766 1.024
O -5.610 -1.323 0.884
H -7.196 -2.012 -1.125
H -8.824 -2.495 -1.612
H -7.971 -3.370 -0.324
H -8.872 -0.442 -0.134
H -9.747 -1.801 0.553
H -7.218 0.012 3.700
H -5.455 -0.033 3.420
H -6.363 -1.557 3.593
C 7.538 4.289 -4.661
C 6.970 4.859 -5.945
O 7.813 4.594 -7.091
S 7.771 3.131 -7.707
C 8.603 3.494 -9.214
O 6.407 2.793 -7.986
O 8.590 2.263 -6.921
H 7.529 3.200 -4.674
H 6.944 4.625 -3.812
H 8.571 4.608 -4.524
H 5.963 4.485 -6.135
H 6.908 5.943 -5.880
H 7.997 4.187 -9.792
H 8.722 2.555 -9.749
H 9.574 3.923 -8.982